14
Properties=species:S:1:pos:R:3:forces:R:3 method="wB97M-V/def2-TZVPD" de_lowest_ev=3.735 gap_ha=0.3154 charge=0 max_force_ev_per_a=3.24
C 0.02774 -0.26292 1.16975 1.625 2.100 -1.849
C 0.93756 0.30169 0.18285 1.380 -0.937 2.412
C -0.95606 0.46465 -0.20017 -1.587 -1.036 0.162
N 1.79685 -0.55096 -0.50840 -0.592 0.667 -0.102
C -1.69765 -0.64132 -0.48354 -0.123 0.829 -0.539
O -1.12720 1.71342 -0.31756 0.725 -0.467 0.772
O 1.26439 1.58716 0.19244 -1.913 0.133 -0.746
H 0.23239 2.09861 -0.03054 1.002 -1.323 0.272
H 2.24864 -0.11653 -1.30080 -0.112 -0.066 -0.037
H 1.46704 -1.48992 -0.67244 0.061 0.075 0.008
H -0.00076 -1.33561 1.30721 -0.360 0.193 -0.216
H -0.21352 0.37854 2.00993 -0.092 -0.104 -0.164
H -2.73050 -0.52977 -0.78507 0.027 0.017 -0.460
H -1.24894 -1.61704 -0.56364 -0.041 -0.081 0.484